Entry from the OMol25 dataset: 3 unconnected molecules or ions with the total composition C28H52IN5O4 at a distorted geometry (ωB97M-V/def2-TZVPD).

HOMO level in eV: -8.42
SMILES: CC(C)Cc1ccc(CN)c2ncc(CCCI)nc12.COCCNCCOC.COCCNCCOC
Kohn-Sham gap in eV: 8.01
Total charge: 0
LUMO in eV: -0.41
Electronic energy in hartree: -1970.41756

```
90
Properties=species:S:1:pos:R:3:forces:R:3:lowdin_charge:R:1
C 1.9260 -5.3029 -3.1177 -0.3 -0.8 -0.3 -0.087
C 1.5753 -5.3712 -4.6289 -0.1 0.3 -0.1 -0.370
C 0.1394 -5.9735 -4.7246 0.7 0.0 0.7 -0.079
C 1.6746 -3.9838 -5.3885 0.0 0.0 0.5 -0.112
C 2.0719 -2.8734 -4.4125 -0.8 -0.4 -1.2 -0.195
C 3.3858 -2.6046 -4.1759 -0.2 0.4 0.3 -0.030
C 3.7399 -1.5930 -3.2291 0.0 -0.9 -0.7 -0.025
C 2.7558 -0.9155 -2.5805 0.2 1.6 0.6 -0.170
C 3.1415 0.1382 -1.5273 -0.3 -1.2 0.2 -0.211
N 3.2269 -0.5464 -0.2039 0.1 0.0 -0.3 0.009
C 1.3649 -1.1481 -2.8348 1.1 0.1 0.2 -0.162
N 0.4522 -0.3896 -2.1515 -0.6 -1.0 -1.0 0.153
C -0.7760 -0.6783 -2.5036 -0.4 0.3 0.4 -0.062
C -1.1510 -1.6855 -3.4497 -0.6 -0.1 -0.5 -0.255
C -2.6244 -1.9084 -3.7509 0.0 0.6 0.8 -0.142
C -3.2536 -2.9698 -2.7821 0.0 -0.2 -1.1 -0.302
C -3.9800 -4.0436 -3.6443 0.5 0.5 0.8 -0.646
I -5.5446 -4.9436 -2.4559 0.3 -0.1 -0.4 0.722
N -0.2796 -2.4408 -4.0762 0.2 0.9 0.7 0.204
C 1.0210 -2.1443 -3.7686 0.4 -0.3 -0.1 -0.149
H 1.8229 -6.3325 -2.7303 0.1 0.4 -0.1 0.076
H 1.1648 -4.7115 -2.5870 0.5 0.1 0.0 0.083
H 2.9546 -4.9954 -2.9023 -0.4 0.3 0.0 0.074
H 2.3211 -6.0329 -5.0985 -0.4 0.0 0.1 0.124
H 0.0320 -6.6311 -3.8456 -0.2 -0.1 -0.5 0.067
H -0.6080 -5.1778 -4.5778 0.2 -0.2 -0.4 0.056
H -0.0222 -6.5518 -5.6414 -0.1 0.3 0.2 0.076
H 0.7060 -3.7457 -5.8479 0.3 -0.1 0.2 0.097
H 2.3933 -4.0242 -6.2219 0.0 -0.1 0.4 0.111
H 4.1041 -3.1977 -4.7431 0.1 0.3 0.3 0.123
H 4.7934 -1.3867 -3.0287 -0.3 0.1 0.0 0.117
H 2.3815 0.9237 -1.4687 0.4 -0.1 -0.1 0.094
H 4.1414 0.5318 -1.7476 -0.4 0.1 0.0 0.109
H 2.3899 -1.1187 -0.0928 0.0 0.3 0.1 0.065
H 3.9696 -1.2373 -0.3122 -0.1 0.1 0.2 0.064
H -1.5812 -0.1059 -2.0280 0.3 -0.2 -0.1 0.119
H -2.7534 -2.1571 -4.8128 0.2 -0.2 0.4 0.113
H -3.1561 -0.9561 -3.5888 0.2 -0.2 -0.2 0.112
H -3.9480 -2.5047 -2.0717 0.3 0.0 -0.2 0.075
H -2.4364 -3.4439 -2.2212 -0.4 0.0 0.0 0.107
H -3.2338 -4.7913 -3.9364 -0.5 -0.1 0.0 0.041
H -4.4326 -3.5886 -4.5300 -0.1 -0.3 0.3 0.040
C 3.3918 -1.0749 5.2826 -0.1 0.2 0.1 -0.118
O 3.0837 0.2219 4.8101 0.1 -0.3 -0.1 -0.193
C 2.8243 0.2824 3.4083 0.0 0.5 -0.1 -0.213
C 1.3529 0.5226 3.1255 0.0 -0.3 0.2 -0.219
N 0.5428 -0.6436 3.4634 0.0 0.2 0.0 -0.044
C -0.8984 -0.3892 3.4881 0.2 -0.2 0.1 -0.189
C -1.4368 0.6619 4.4581 -0.3 -0.1 -0.1 -0.224
O -1.3468 0.2984 5.8274 0.1 0.1 -0.1 -0.176
C -0.0828 0.5174 6.4259 -0.2 -0.1 0.1 -0.100
H 3.7834 -0.9762 6.2949 0.0 0.1 0.0 0.088
H 2.4997 -1.7086 5.3253 0.1 -0.1 -0.1 0.074
H 4.1534 -1.5551 4.6616 0.0 -0.1 0.0 0.087
H 3.1913 -0.6053 2.8867 -0.1 -0.1 0.1 0.110
H 3.3856 1.1401 3.0291 0.0 0.0 -0.1 0.122
H 1.2318 0.7438 2.0606 0.0 0.0 0.0 0.111
H 1.0497 1.4070 3.6990 0.1 0.1 -0.1 0.097
H 0.8184 -0.9825 4.3752 0.0 0.0 0.0 0.064
H -1.3766 -1.3411 3.7338 -0.1 0.0 0.0 0.120
H -1.2195 -0.1274 2.4742 0.0 0.1 0.0 0.102
H -2.5049 0.7642 4.2539 0.0 0.0 0.0 0.119
H -1.0052 1.6548 4.2908 0.1 0.0 0.0 0.103
H 0.4181 1.4003 6.0203 0.0 -0.1 -0.1 0.089
H 0.5556 -0.3626 6.3148 0.2 0.1 0.0 0.070
H -0.2395 0.6714 7.4942 -0.1 0.0 0.0 0.087
C -1.7829 7.6883 2.4157 -0.2 -0.1 0.0 -0.114
O -2.2605 7.2086 1.1721 0.3 0.1 0.2 -0.193
C -1.2332 6.9041 0.2341 -0.3 -0.1 -0.4 -0.214
C -1.0947 5.4048 0.0341 0.1 0.1 0.3 -0.214
N -0.5381 4.7559 1.2159 -0.2 -0.1 -0.1 -0.046
C -0.6444 3.2966 1.2111 0.1 0.2 0.1 -0.192
C -2.0374 2.6698 1.1356 0.1 -0.3 0.0 -0.219
O -2.8308 2.8529 2.2970 0.0 0.1 -0.2 -0.188
C -3.4914 4.1038 2.3798 0.0 -0.1 0.3 -0.090
H -2.6326 8.0931 2.9645 0.0 0.0 -0.1 0.089
H -1.3458 6.8829 3.0146 0.1 0.1 0.1 0.075
H -1.0467 8.4851 2.2795 0.0 0.0 0.0 0.088
H -0.2800 7.3625 0.5128 0.0 -0.1 0.2 0.121
H -1.5439 7.3451 -0.7174 0.0 0.0 0.0 0.121
H -0.4324 5.2206 -0.8172 0.0 0.0 0.0 0.124
H -2.0896 5.0166 -0.2134 0.0 0.1 -0.2 0.101
H -1.0153 5.1019 2.0374 0.0 0.0 0.0 0.065
H -0.1757 2.9481 2.1352 0.0 -0.1 0.0 0.102
H -0.0385 2.9082 0.3852 -0.1 0.0 0.0 0.118
H -1.8941 1.5886 1.0505 0.0 0.0 0.0 0.104
H -2.5910 2.9701 0.2383 0.0 0.2 0.0 0.111
H -3.7933 4.4768 1.3979 0.1 0.0 0.0 0.089
H -2.8624 4.8395 2.8865 -0.1 0.2 -0.1 0.071
H -4.3865 3.9702 2.9877 0.0 -0.1 0.0 0.090
```
Positions in Å, forces in eV/Å.



Entry from the OMol25 dataset: a molecular structure, C28H52OP2Re at a distorted geometry (ωB97M-V/def2-TZVPD).

HOMO level (alpha / beta) in eV: -13.43 / -13.33
Energy above the lowest of the compared OMol25 structures with the same formula, charge and spin in eV: 3.575
Kohn-Sham gap (alpha / beta) in eV: 7.02 / 5.60
⟨S²⟩: 3.7889
Multiplicity: 4
Total charge: +2
LUMO (alpha / beta) in eV: -6.41 / -7.73
Electronic energy in hartree: -1933.47369

```
84
Properties=species:S:1:pos:R:3:forces:R:3:lowdin_charge:R:1
Re 3.4699 -0.6279 -0.6607 2.6 0.8 -4.0 1.123
C 1.3808 -0.8315 -0.3299 -1.6 -0.4 1.1 -0.316
C 1.9995 -2.1075 -0.5858 -1.1 -0.3 1.0 -0.351
C 3.0287 -1.1735 1.2844 -0.1 -0.1 0.8 -0.357
C 2.0422 -0.2366 0.8071 -1.9 -0.5 0.5 -0.335
C 2.9870 -2.3322 0.4332 -0.2 -0.4 0.3 -0.346
C 0.2031 -0.3277 -1.1068 0.0 0.1 0.0 -0.009
H 0.4504 -0.1904 -2.1665 0.0 0.0 0.1 0.060
H -0.1710 0.6153 -0.6970 0.0 -0.1 -0.1 0.074
H -0.6186 -1.0553 -1.0851 0.2 0.1 0.1 0.109
C 1.7793 1.0928 1.4378 -0.1 0.1 0.0 -0.001
H 0.7488 1.4044 1.2546 0.0 0.0 0.2 0.087
H 2.4371 1.8840 1.0580 0.0 -0.1 0.0 0.081
H 1.9586 1.0261 2.5155 -0.2 0.1 -0.2 0.091
C 3.9276 -1.0307 2.4654 0.2 0.2 0.4 -0.007
H 4.1843 -2.0130 2.8783 -0.2 0.3 0.1 0.090
H 3.4554 -0.4184 3.2429 0.1 -0.3 0.0 0.091
H 4.8715 -0.5448 2.1974 -0.1 0.0 0.1 0.072
C 3.8390 -3.5468 0.5877 0.4 -0.3 0.0 -0.011
H 4.0034 -3.7564 1.6533 -0.1 -0.1 -0.4 0.093
H 4.8242 -3.4061 0.1197 -0.3 -0.2 0.2 0.083
H 3.3608 -4.4072 0.1054 0.2 0.1 0.3 0.087
C 1.6611 -3.0932 -1.6575 -0.1 0.0 -0.2 -0.004
H 0.6303 -3.4553 -1.5268 0.3 0.0 0.0 0.108
H 2.3472 -3.9485 -1.6122 -0.3 0.2 -0.1 0.082
H 1.7325 -2.6533 -2.6591 -0.1 -0.1 0.1 0.083
C -2.1864 3.1151 -2.3488 -0.2 -0.6 -1.3 -0.038
C -2.7584 2.1259 -3.0174 -0.3 0.2 0.0 -0.075
C -2.5346 1.8962 -4.5111 0.1 -0.1 0.0 -0.130
C -1.1112 2.3089 -4.9875 0.1 0.7 -1.3 -0.163
C -0.0023 1.8918 -4.1230 0.1 -0.9 0.4 -0.099
C 0.5340 2.6494 -3.0794 -1.0 -0.7 1.4 -0.274
C 0.1477 4.1047 -2.9739 0.5 0.3 0.3 -0.157
C -1.3886 4.3044 -2.7388 -0.1 0.4 0.3 -0.143
H -3.2296 2.5178 -5.1024 0.1 -0.3 0.3 0.134
H -1.1198 3.4074 -5.1184 0.2 -0.5 0.1 0.122
H -2.7438 0.8474 -4.7868 0.2 0.4 0.3 0.124
H -1.8300 4.7623 -3.6440 0.1 -0.2 0.4 0.134
H -2.3820 2.8278 -0.7105 -0.3 -0.3 1.6 0.022
H -3.5202 1.4609 -2.5813 0.6 0.3 0.2 0.131
H -1.5039 5.0543 -1.9383 0.1 -0.1 -0.3 0.111
H 0.6903 4.5804 -2.1420 -0.1 -0.2 -0.3 0.124
H 0.5905 2.1733 -2.0804 -0.3 0.1 -0.7 0.093
H 0.4237 4.6193 -3.8957 0.0 0.1 0.1 0.121
H -0.9415 1.8838 -5.9910 -0.2 0.1 0.3 0.135
H 0.4376 0.8972 -4.3029 -0.7 0.3 0.3 0.112
P 2.6447 1.9502 -3.2915 1.1 1.7 -3.0 1.016
P 5.6581 -0.4325 -1.2442 1.2 0.3 0.1 0.755
C 3.9622 0.7016 -3.0002 -0.7 -0.2 0.7 -0.426
C 4.8283 1.1311 -1.8319 1.3 -0.3 -0.3 -0.463
H 4.5661 0.4918 -3.8956 -0.5 0.2 0.3 0.095
H 3.3433 -0.2384 -2.8104 0.6 0.1 0.0 0.064
H 5.6631 1.7850 -2.1072 -0.5 0.3 0.0 0.112
H 4.2737 1.6351 -1.0109 0.0 -0.2 -0.1 0.078
C 7.0228 0.1721 -0.2514 0.4 -0.4 0.4 -0.216
H 6.8500 -0.1653 0.7802 0.3 0.2 -0.3 0.046
H 7.0418 1.2673 -0.2858 0.2 -0.3 0.1 0.062
H 7.9566 -0.2562 -0.6393 -0.1 0.3 0.3 0.062
C 6.3390 -1.2464 -2.7135 0.3 -0.2 -0.1 -0.202
H 7.4320 -1.1466 -2.6981 -0.3 0.0 -0.2 0.064
H 5.9329 -0.8497 -3.6478 0.2 -0.2 0.2 0.043
H 6.0774 -2.3096 -2.6482 0.1 0.2 -0.1 0.058
C 3.5414 3.5306 -3.1504 0.1 0.2 0.4 -0.196
H 2.8405 4.3680 -3.2540 0.2 -0.2 0.1 0.055
H 4.2873 3.5991 -3.9511 -0.1 0.0 0.2 0.071
H 4.0563 3.5839 -2.1859 -0.2 0.3 -0.1 0.051
C 2.6914 1.8775 -5.1559 -0.5 -0.3 0.1 -0.210
H 2.3912 0.8793 -5.5015 0.1 0.2 0.0 0.064
H 3.7064 2.0851 -5.5153 -0.2 -0.1 0.2 0.064
H 2.0043 2.6092 -5.6059 0.2 -0.2 0.2 0.068
C -2.5341 4.8421 1.1273 0.1 0.1 0.2 -0.037
C -3.3648 3.5859 0.8666 -0.1 0.6 0.1 -0.679
C -3.9022 3.0092 2.1756 0.1 -0.2 -0.1 -0.030
C -4.5134 3.9555 -0.0734 -0.1 -0.3 0.1 -0.030
O -2.5283 2.5787 0.2758 0.1 0.2 -1.0 -0.078
H -3.1552 5.6379 1.5604 0.2 -0.2 -0.1 0.096
H -2.1020 5.2214 0.1905 -0.1 0.0 0.2 0.063
H -1.7145 4.6264 1.8218 -0.1 0.0 -0.1 0.086
H -4.5862 3.7129 2.6673 0.2 -0.1 -0.2 0.097
H -4.4478 2.0848 1.9552 0.1 0.1 0.1 0.089
H -3.0814 2.7773 2.8645 -0.2 0.0 -0.1 0.087
H -4.1057 4.1827 -1.0706 -0.3 0.1 0.2 0.068
H -5.2028 3.1028 -0.1565 0.1 0.3 -0.1 0.095
H -5.0670 4.8278 0.3092 0.2 -0.3 -0.2 0.099
```
Positions in Å, forces in eV/Å.



Which formula does entry 2 have?
C28H52OP2Re



Number 1 is which compound?
C28H52IN5O4